C26H20N3O3Re | ωB97M-V with the def2-TZVPD basis set

Its expectation value of S² is 0.7601. The LUMO energy (spin up / spin down) is -5.39 / -4.98 eV. The value obtained for the highest occupied orbital energy (spin up / spin down) is -10.73 / -10.75 eV.

ORCA input file:
```
! wB97M-V def2-TZVPD RIJCOSX def2/J DEFGRID3
* xyz 1 2
Re -0.840 0.056 0.437
O -0.586 -4.575 -2.318
C -0.459 -4.993 -1.063
C -0.510 -6.376 -0.843
C -0.432 -6.888 0.430
C -0.237 -6.037 1.519
C -0.167 -4.675 1.325
C -0.308 -4.119 0.044
C -0.382 -2.676 -0.122
O -0.426 -1.877 0.902
N -0.528 -2.181 -1.341
N -0.782 -0.857 -1.355
C -1.195 -0.360 -2.505
C -1.645 0.960 -2.732
C -2.074 1.311 -4.033
C -2.505 2.575 -4.336
C -2.479 3.573 -3.356
C -2.100 3.270 -2.072
C -1.732 1.960 -1.703
O -1.510 1.705 -0.449
H -0.543 -3.593 -2.338
H -0.624 -7.010 -1.709
H -0.522 -7.953 0.586
H -0.144 -6.452 2.511
H -0.005 -4.010 2.159
H -1.216 -1.038 -3.353
H -2.068 0.553 -4.802
H -2.871 2.802 -5.323
H -2.781 4.577 -3.610
H -2.084 4.028 -1.305
N -1.416 0.792 2.395
C -0.414 1.001 3.421
C -0.745 0.648 4.722
C 0.108 0.925 5.771
C 1.300 1.578 5.514
C 1.652 1.885 4.217
C 0.820 1.599 3.128
C 1.342 1.850 1.768
C 2.328 2.838 1.613
C 3.045 2.987 0.444
C 2.792 2.152 -0.630
C 1.762 1.233 -0.529
C 1.007 1.092 0.628
H -2.126 0.167 2.797
H -1.883 1.691 2.207
H -1.690 0.158 4.917
H -0.164 0.643 6.773
H 1.967 1.832 6.319
H 2.613 2.335 4.041
H 2.528 3.516 2.429
H 3.814 3.741 0.376
H 3.359 2.237 -1.545
H 1.539 0.621 -1.390
*
```

---

C66H52N2O11 | ωB97M-V with the def2-TZVPD basis set

Its SMILES is CCCCN[C@@H]1OC(=O)O[C@@H]1CCCN.O=C1c2ccccc2C(=O)c2ccccc21.O=C1c2ccccc2C(=O)c2ccccc21.O=C1c2ccccc2C(=O)c2ccccc21.O=C1c2ccccc2C(=O)c2ccccc21. The LUMO energy is -1.09 eV. The value obtained for the highest occupied orbital energy is -8.90 eV.

ORCA input file:
```
! wB97M-V def2-TZVPD RIJCOSX def2/J DEFGRID3
* xyz 0 1
C -4.170 -6.226 -0.168
C -4.218 -5.632 -1.583
C -4.258 -4.098 -1.616
C -3.356 -3.487 -2.710
N -2.285 -2.639 -2.159
C -1.152 -3.372 -1.678
O -1.538 -4.345 -0.717
C -1.141 -4.001 0.524
O -1.461 -4.568 1.556
O -0.327 -2.917 0.478
C -0.135 -2.525 -0.875
C 0.033 -1.045 -1.145
C -1.073 -0.057 -0.762
C -1.647 -0.179 0.637
N -2.758 -1.148 0.699
H -4.885 -7.032 -0.047
H -3.192 -6.650 0.028
H -4.340 -5.473 0.591
H -3.349 -5.989 -2.124
H -5.083 -6.016 -2.114
H -5.266 -3.730 -1.747
H -3.883 -3.727 -0.672
H -3.971 -2.827 -3.313
H -2.975 -4.249 -3.391
H -1.920 -2.067 -2.908
H -0.585 -3.925 -2.426
H 0.837 -2.941 -1.160
H 0.985 -0.734 -0.728
H 0.158 -0.975 -2.226
H -0.631 0.934 -0.847
H -1.889 -0.079 -1.476
H -0.871 -0.427 1.355
H -2.056 0.786 0.923
H -2.823 -1.655 -0.174
H -2.593 -1.837 1.419
C -11.160 -6.566 -0.331
C -12.509 -6.341 -0.584
C -12.897 -5.302 -1.412
C -11.938 -4.477 -1.984
C -10.584 -4.693 -1.716
C -10.200 -5.745 -0.894
C -9.538 -3.801 -2.288
O -8.362 -3.994 -2.064
C -9.979 -2.660 -3.140
C -9.026 -1.784 -3.643
C -9.416 -0.726 -4.445
C -10.760 -0.541 -4.754
C -11.714 -1.409 -4.252
C -11.329 -2.466 -3.438
C -12.375 -3.373 -2.885
O -13.545 -3.216 -3.158
H -10.859 -7.383 0.312
H -13.258 -6.980 -0.135
H -13.943 -5.124 -1.618
H -9.150 -5.910 -0.698
H -7.984 -1.935 -3.401
H -8.673 -0.042 -4.832
H -11.061 0.284 -5.385
H -12.760 -1.270 -4.484
C 6.378 2.707 2.515
C 6.424 2.905 3.891
C 5.532 2.248 4.721
C 4.581 1.394 4.178
C 4.524 1.207 2.794
C 5.430 1.861 1.968
C 3.491 0.327 2.185
O 3.439 0.158 0.982
C 2.506 -0.328 3.089
C 1.492 -1.097 2.538
C 0.562 -1.710 3.354
C 0.653 -1.579 4.736
C 1.664 -0.813 5.295
C 2.586 -0.174 4.475
C 3.639 0.685 5.089
O 3.716 0.812 6.292
H 7.084 3.211 1.869
H 7.162 3.573 4.316
H 5.566 2.394 5.791
H 5.385 1.705 0.899
H 1.428 -1.205 1.465
H -0.232 -2.294 2.908
H -0.071 -2.067 5.375
H 1.737 -0.696 6.367
C 9.029 -1.702 -1.060
C 10.075 -2.176 -1.844
C 11.138 -1.347 -2.161
C 11.156 -0.037 -1.700
C 10.097 0.443 -0.926
C 9.039 -0.396 -0.602
C 10.074 1.854 -0.450
O 9.157 2.265 0.229
C 11.205 2.743 -0.837
C 11.184 4.076 -0.446
C 12.232 4.912 -0.786
C 13.311 4.421 -1.513
C 13.336 3.095 -1.909
C 12.282 2.253 -1.579
C 12.316 0.835 -2.037
O 13.259 0.405 -2.667
H 8.203 -2.354 -0.808
H 10.061 -3.194 -2.208
H 11.957 -1.710 -2.765
H 8.228 -0.020 0.005
H 10.344 4.450 0.122
H 12.211 5.951 -0.484
H 14.131 5.075 -1.773
H 14.169 2.706 -2.477
C -2.024 8.950 -0.292
C -1.905 9.458 0.997
C -1.348 8.685 2.000
C -0.913 7.396 1.722
C -1.048 6.880 0.431
C -1.597 7.665 -0.575
C -0.623 5.487 0.114
O -0.732 5.041 -1.009
C -0.066 4.657 1.219
C 0.292 3.341 0.961
C 0.820 2.558 1.971
C 1.001 3.087 3.245
C 0.643 4.398 3.510
C 0.103 5.186 2.501
C -0.301 6.585 2.813
O -0.139 7.052 3.920
H -2.454 9.559 -1.076
H -2.248 10.460 1.218
H -1.247 9.075 3.004
H -1.689 7.261 -1.573
H 0.153 2.937 -0.032
H 1.091 1.532 1.768
H 1.417 2.473 4.033
H 0.777 4.816 4.498
*
```